Entry 1:
# C7H15N3S

A gas-phase ion, C7H15N3S (charge +2) at a distorted geometry (ωB97M-V/def2-TZVPD, the OMol25 dataset).

Energy: -22789.41125 eV
Frontier orbital gap: 8.1 eV
HOMO: -16.54 eV
Total charge: +2
Maximum force: 5.4 eV/Å
LUMO level: -8.401 eV

The geometry in XYZ format:
```
26
Properties=species:S:1:pos:R:3:mulliken_charge:R:1
C 1.978 -1.234 -0.972 -0.06
C 2.914 0.562 -0.286 0.36
C 1.005 -0.704 0.089 0.55
C 3.921 1.551 0.058 -0.82
C 0.457 -1.840 1.015 -1.82
C -3.191 0.810 0.057 -0.73
C -1.870 0.189 0.537 -0.49
N 3.000 -0.466 -1.153 -0.41
N 1.772 0.488 0.448 0.06
N -3.844 0.156 -1.138 -0.33
S -0.591 0.077 -0.801 -0.03
H 1.813 -2.222 -1.547 0.37
H 4.353 1.766 -0.942 0.34
H 4.745 0.945 0.605 0.30
H 3.582 2.499 0.655 0.34
H -0.142 -1.387 1.704 0.57
H 1.352 -2.284 1.418 0.42
H -0.007 -2.503 0.418 0.48
H -2.997 1.915 -0.327 0.34
H -4.002 0.828 0.940 0.37
H -1.417 0.754 1.415 0.41
H -1.887 -0.827 1.030 0.41
H 1.293 1.082 1.082 0.25
H -3.384 0.359 -2.107 0.39
H -4.855 0.326 -1.240 0.37
H -3.999 -0.842 -0.960 0.35
```


Entry 2:
# C11H42N10O13

10 unconnected molecules or ions with the total composition C11H42N10O13 at a distorted geometry (ωB97M-V/def2-TZVPD, the OMol25 dataset).

Energy: -53607.93085 eV
Frontier orbital gap: 8.7 eV
HOMO: -9.07 eV
Total charge: 0
Maximum force: 8.7 eV/Å
LUMO level: -0.375 eV

The geometry in XYZ format:
```
76
Properties=species:S:1:pos:R:3:mulliken_charge:R:1
C -3.428 -0.053 -3.999 -0.60
C -2.030 -0.856 -3.771 -0.45
O -1.366 -0.547 -2.590 -0.70
O -4.203 0.009 -2.919 -0.54
H -3.987 -0.517 -4.812 0.35
H -3.225 0.990 -4.244 0.36
H -1.429 -0.576 -4.635 0.38
H -2.172 -1.930 -3.888 0.56
H -0.420 -0.625 -2.729 0.40
H -3.868 0.695 -2.338 0.32
C 1.817 -4.484 1.826 -0.38
C 1.783 -3.894 0.388 0.14
O 2.792 -2.928 0.269 -0.60
O 3.054 -5.067 2.252 -0.56
H 1.001 -5.182 2.012 0.39
H 1.573 -3.619 2.443 0.10
H 0.791 -3.492 0.186 -0.18
H 1.918 -4.704 -0.329 0.39
H 2.383 -2.085 0.479 0.33
H 3.760 -4.441 2.073 0.33
C 0.014 -0.525 0.755 0.59
C -0.023 1.016 0.750 0.02
O 1.125 1.656 0.205 -0.46
O 1.209 -0.861 1.351 -0.18
H 0.004 -0.899 -0.269 -0.63
H -0.808 -0.948 1.332 0.21
H -0.283 1.451 1.715 0.16
H -0.813 1.322 0.065 0.03
H 0.899 2.564 -0.009 0.13
H 1.491 -0.142 1.921 0.12
O -3.459 2.115 -0.990 -0.63
H -2.630 2.531 -0.754 0.23
H -3.925 2.020 -0.159 0.27
O 0.588 4.350 1.550 -0.53
H 0.325 4.852 2.321 0.26
H 1.451 4.695 1.320 0.27
C 2.484 -0.814 -2.422 0.74
O 1.393 -0.806 -2.967 -0.77
N 2.998 0.209 -1.719 -0.31
N 3.362 -1.735 -2.730 -0.40
H 3.958 0.181 -1.407 0.25
H 2.271 0.697 -1.214 0.06
H 3.187 -2.434 -3.438 0.24
H 4.162 -1.676 -2.116 0.12
C 2.890 0.805 3.710 0.79
O 4.000 0.251 3.475 -0.76
N 2.682 2.056 3.582 -0.24
N 1.831 0.206 4.102 -0.35
H 3.418 2.665 3.254 0.17
H 1.774 2.415 3.839 0.18
H 1.082 0.832 4.361 0.20
H 1.851 -0.769 4.362 0.13
C -0.064 3.114 -3.009 0.68
O -0.351 3.420 -1.859 -0.68
N 0.876 3.779 -3.688 -0.47
N -0.419 2.111 -3.642 -0.08
H 0.875 3.678 -4.693 0.13
H 1.388 4.554 -3.293 0.22
H -0.967 1.375 -3.219 -0.02
H -0.348 2.032 -4.646 0.25
C -2.474 -3.361 -0.502 0.51
O -2.708 -4.402 0.120 -0.77
N -1.657 -3.275 -1.478 -0.16
N -3.103 -2.229 -0.362 -0.22
H -1.289 -4.163 -1.789 0.19
H -1.262 -2.381 -1.730 0.16
H -2.970 -1.508 -1.057 0.19
H -3.871 -2.278 0.292 0.20
C -1.328 2.004 4.509 0.80
O -0.178 2.109 4.865 -0.85
N -2.164 1.153 4.993 -0.41
N -1.962 2.703 3.679 -0.37
H -2.032 0.912 5.965 0.23
H -3.048 0.888 4.583 0.14
H -2.892 2.510 3.336 0.17
H -1.305 3.281 3.175 0.18
```


Entry 3:
# C30H47BrN2O5SiTi

A molecular structure, C30H47BrN2O5SiTi (ωB97M-V/def2-TZVPD, the OMol25 dataset).

Energy: -146131.74740 eV
Frontier orbital gap (alpha / beta): 6.3 / 8.8 eV
HOMO (alpha / beta): -6.11 / -8.58 eV
Total charge: 0
Maximum force: 0.1 eV/Å
<S²>: 2.003
2S+1: 3
LUMO level (alpha / beta): 0.222 / 0.219 eV

The geometry in XYZ format:
```
87
Properties=species:S:1:pos:R:3:lowdin_spin:R:1
Ti 0.023 1.320 1.064 1.77
C -1.223 5.122 0.415 0.01
C -2.396 4.624 0.978 0.00
C -2.852 3.364 0.635 0.01
C -2.143 2.588 -0.284 0.02
C -0.970 3.084 -0.847 0.02
C -0.511 4.352 -0.488 0.00
H -0.870 6.110 0.682 0.00
H -2.954 5.226 1.684 0.00
H -3.762 2.977 1.075 0.00
H -2.533 1.628 -0.594 0.00
H -0.416 2.504 -1.573 0.00
H 0.396 4.735 -0.938 0.00
O 2.894 -0.964 3.060 0.00
C 2.286 -0.025 2.580 0.01
O 1.107 -0.097 2.047 0.02
C 2.870 1.391 2.674 0.00
C 1.855 2.321 3.366 0.00
C 2.549 3.563 3.917 0.00
C 2.872 4.335 2.613 0.00
C 2.268 3.419 1.550 0.00
O 1.109 2.870 2.242 0.02
C 3.128 2.170 1.335 0.00
C 2.752 1.443 0.031 0.00
O 3.621 0.871 -0.600 0.00
O 1.506 1.538 -0.332 0.03
H 3.788 1.316 3.252 0.00
H 1.161 1.824 4.039 0.00
H 3.434 3.303 4.496 0.00
H 1.873 4.129 4.556 0.00
H 3.940 4.479 2.453 0.00
H 2.390 5.312 2.601 0.00
H 1.937 3.903 0.638 0.00
H 4.184 2.419 1.253 0.00
C -1.610 -1.169 3.285 0.00
C -1.713 0.271 3.638 0.01
N -1.377 1.305 2.889 0.01
C -1.627 2.436 3.643 0.01
C -2.119 2.081 4.855 0.00
N -2.169 0.705 4.836 0.00
H -2.333 -1.427 2.510 0.00
H -1.802 -1.791 4.159 0.00
H -0.610 -1.378 2.903 0.00
H -1.415 3.420 3.264 0.00
H -2.426 2.660 5.707 0.00
H -2.479 0.106 5.580 0.00
C -2.526 -3.938 -0.944 0.00
C -1.925 -3.406 -2.256 0.00
C -1.465 -4.613 -3.093 0.00
C -3.076 -2.714 -3.000 0.00
Si -0.436 -2.220 -1.967 0.00
Br -1.272 -0.876 -0.261 0.02
C -0.098 -1.033 -3.430 0.00
C -1.194 0.032 -3.591 0.00
C 1.226 -0.278 -3.240 0.00
C -0.003 -1.838 -4.739 0.00
C 1.113 -3.067 -1.249 0.00
C 2.023 -2.061 -0.527 0.00
C 0.749 -4.145 -0.217 0.00
C 1.915 -3.732 -2.383 0.00
H -3.309 -4.663 -1.193 0.00
H -2.990 -3.140 -0.364 0.00
H -1.801 -4.441 -0.310 0.00
H -2.336 -5.234 -3.328 0.00
H -0.756 -5.239 -2.553 0.00
H -1.007 -4.322 -4.039 0.00
H -3.914 -3.414 -3.078 0.00
H -2.808 -2.416 -4.013 0.00
H -3.432 -1.832 -2.463 0.00
H -1.242 0.684 -2.718 0.00
H -2.186 -0.382 -3.756 0.00
H -0.946 0.657 -4.456 0.00
H 1.258 0.300 -2.316 0.00
H 1.344 0.421 -4.076 0.00
H 2.092 -0.939 -3.250 0.00
H -0.950 -2.301 -5.020 0.00
H 0.757 -2.620 -4.693 0.00
H 0.279 -1.157 -5.548 0.00
H 1.540 -1.645 0.356 0.00
H 2.360 -1.234 -1.148 0.00
H 2.916 -2.592 -0.182 0.00
H 0.151 -3.735 0.600 0.00
H 1.676 -4.525 0.222 0.00
H 0.220 -4.993 -0.653 0.00
H 2.318 -3.000 -3.084 0.00
H 1.335 -4.464 -2.947 0.00
H 2.768 -4.256 -1.941 0.00
```


Entry 4:
# C46H62N4OP2SSiW

A molecular structure, C46H62N4OP2SSiW at a distorted geometry (ωB97M-V/def2-TZVPD, the OMol25 dataset).

Energy: -95819.52376 eV
Frontier orbital gap (alpha / beta): 7.4 / 7.4 eV
HOMO (alpha / beta): -13.57 / -13.95 eV
Total charge: +2
Maximum force: 1.8 eV/Å
<S²>: 2.023
2S+1: 3
LUMO level (alpha / beta): -6.180 / -6.587 eV

The geometry in XYZ format:
```
118
Properties=species:S:1:pos:R:3:lowdin_spin:R:1
W -0.245 0.712 -0.562 1.71
C -0.950 1.635 3.089 0.00
Si -0.069 0.413 1.924 0.04
C -0.928 -1.226 2.367 0.01
C -0.959 -1.645 3.697 0.00
C -1.762 -2.694 4.114 0.00
C -2.585 -3.333 3.198 0.00
C -2.557 -2.952 1.868 0.00
C -1.725 -1.915 1.443 0.00
P -1.603 -1.477 -0.319 0.01
C -1.351 -2.977 -1.429 0.00
C -2.199 -4.240 -1.160 0.00
C -1.588 -5.253 -0.190 0.00
C -0.175 -5.629 -0.615 0.00
C 0.673 -4.364 -0.660 0.00
C 0.115 -3.376 -1.685 0.00
C -3.212 -0.812 -1.034 0.00
C -3.376 0.630 -0.554 0.02
C -4.049 0.733 0.809 0.00
C -5.433 0.085 0.751 0.00
C -5.308 -1.385 0.356 0.00
C -4.568 -1.533 -0.975 0.00
C 1.746 0.565 2.467 0.00
C 2.117 0.577 3.812 0.00
C 3.423 0.827 4.200 0.00
C 4.392 1.094 3.241 0.00
C 4.053 1.078 1.900 0.00
C 2.740 0.811 1.514 0.00
P 2.285 0.609 -0.223 0.01
C 3.107 -0.901 -0.910 0.00
C 2.669 -2.132 -0.097 0.01
C 3.603 -2.499 1.056 0.00
C 5.033 -2.660 0.545 0.00
C 5.514 -1.341 -0.052 0.00
C 4.615 -0.916 -1.214 0.00
C 2.813 1.970 -1.379 0.00
C 1.662 2.988 -1.455 0.00
C 1.747 4.046 -0.357 0.00
C 3.088 4.773 -0.416 0.00
C 4.211 3.776 -0.174 0.00
C 4.173 2.674 -1.228 0.00
H -0.835 1.292 4.121 0.00
H -2.019 1.698 2.879 0.00
H -0.521 2.634 3.015 0.00
H -0.341 -1.134 4.427 0.00
H -1.755 -3.005 5.151 0.00
H -3.244 -4.131 3.515 0.00
H -3.192 -3.470 1.165 0.00
H -1.722 -2.542 -2.365 0.00
H -2.287 -4.734 -2.133 0.00
H -3.213 -3.990 -0.853 0.00
H -2.231 -6.134 -0.164 0.00
H -1.542 -4.849 0.821 0.00
H -0.190 -6.101 -1.601 0.00
H 0.250 -6.347 0.087 0.00
H 1.699 -4.618 -0.929 0.00
H 0.687 -3.908 0.337 0.00
H 0.145 -3.860 -2.666 0.00
H 0.740 -2.488 -1.752 0.00
H -2.930 -0.787 -2.095 0.00
H -3.954 1.207 -1.284 0.00
H -2.366 1.076 -0.498 0.01
H -4.134 1.783 1.101 0.00
H -3.446 0.223 1.565 0.00
H -6.056 0.609 0.020 0.00
H -5.919 0.173 1.723 0.00
H -6.299 -1.830 0.255 0.00
H -4.787 -1.919 1.148 0.00
H -5.182 -1.055 -1.747 0.00
H -4.479 -2.578 -1.265 0.00
H 1.369 0.393 4.575 0.00
H 3.686 0.821 5.249 0.00
H 5.410 1.311 3.537 0.00
H 4.813 1.274 1.157 0.00
H 2.610 -0.953 -1.882 0.00
H 2.644 -2.977 -0.786 0.00
H 1.651 -1.977 0.282 0.00
H 3.251 -3.431 1.502 0.00
H 3.577 -1.732 1.836 0.00
H 5.061 -3.441 -0.222 0.00
H 5.693 -2.973 1.354 0.00
H 6.535 -1.438 -0.423 0.00
H 5.525 -0.589 0.735 0.00
H 4.732 -1.660 -2.007 0.00
H 4.946 0.032 -1.641 0.00
H 2.847 1.412 -2.324 0.00
H 0.690 2.403 -1.396 0.00
H 1.664 3.484 -2.430 0.00
H 1.638 3.572 0.625 0.00
H 0.939 4.764 -0.471 0.00
H 3.110 5.561 0.336 0.00
H 3.210 5.247 -1.395 0.00
H 4.096 3.363 0.828 0.00
H 5.182 4.270 -0.216 0.00
H 4.965 1.947 -1.049 0.00
H 4.388 3.132 -2.199 0.00
N -1.043 1.143 -3.014 0.01
C 0.036 0.210 -3.284 0.00
O 0.540 -0.284 -2.209 0.07
C 0.474 -0.058 -4.544 0.01
C 1.597 -0.918 -4.710 0.00
N 2.527 -1.592 -4.759 0.01
C -0.177 0.574 -5.639 0.00
N -0.777 1.153 -6.431 0.01
H -0.894 1.991 -3.557 0.00
H -1.921 0.766 -3.366 0.00
S -1.270 3.131 0.215 0.04
C -2.695 4.075 0.126 0.01
N -3.089 4.591 -1.064 0.00
C -4.124 5.452 -1.205 0.00
C -4.845 5.837 -0.115 0.00
C -4.481 5.329 1.142 0.00
C -3.426 4.454 1.259 0.00
H -2.531 4.358 -1.874 0.00
H -4.331 5.804 -2.205 0.00
H -5.669 6.525 -0.223 0.00
H -5.031 5.631 2.023 0.00
H -3.117 4.061 2.217 0.00
```


Entry 5:
# CH2N7

A molecular structure, CH2N7 at a distorted geometry (ωB97M-V/def2-TZVPD, the OMol25 dataset).

Energy: -11481.15819 eV
Frontier orbital gap: 9.5 eV
HOMO: -15.88 eV
Total charge: +1
Maximum force: 4.3 eV/Å
LUMO level: -6.384 eV

The geometry in XYZ format:
```
10
Properties=species:S:1:pos:R:3:mulliken_charge:R:1
C -0.448 -1.008 0.353 0.21
N -1.120 0.296 0.820 0.01
N -1.616 -1.231 -0.460 -0.12
N 0.461 -0.143 -0.356 0.00
N -2.199 -0.141 -0.225 -0.06
N -0.104 0.950 0.097 0.58
N 0.966 1.730 0.108 -0.49
N 1.699 0.617 -0.280 -0.01
H -0.152 -1.771 0.933 0.52
H 2.514 0.700 -0.990 0.36
```


Entry 6:
# C3H3N2O

A gas-phase ion, C3H3N2O (charge +1) at a distorted geometry (ωB97M-V/def2-TZVPD, the OMol25 dataset).

Energy: -8174.66993 eV
Frontier orbital gap (alpha / beta): 7.3 / 7.3 eV
HOMO (alpha / beta): -14.46 / -14.46 eV
Total charge: +1
Maximum force: 4.1 eV/Å
LUMO level (alpha / beta): -7.181 / -7.178 eV

The geometry in XYZ format:
```
9
Properties=species:S:1:pos:R:3:mulliken_charge:R:1
C -0.084 0.055 -0.070 0.25
C -0.754 -1.136 0.163 -0.65
C -2.053 -0.711 0.198 0.50
N -3.979 0.643 -0.013 -0.48
N -3.021 0.015 -0.068 0.55
O 1.012 0.431 0.459 -0.30
H -0.471 0.891 -0.739 0.32
H 1.334 1.292 0.212 0.41
H -0.276 -2.009 0.460 0.39
```


- Number 4 is which compound?
  C46H62N4OP2SSiW